The following is a quantum chemistry calculation of a structure of composition C18H41Cl2GeN3PdSSeSi3, from the OMol25 dataset.

```
71
Properties=species:S:1:pos:R:3:mulliken_charge:R:1
Pd -0.275 -1.013 -3.013 -0.33
C -1.573 1.855 1.845 -1.12
Si -1.946 1.798 0.014 0.49
C -1.187 3.256 -0.858 -1.01
C -3.767 1.510 -0.305 -1.04
Ge -0.725 -0.222 -0.599 0.63
Si 5.223 3.161 6.644 0.61
C 5.696 1.411 6.460 -0.92
C 6.106 4.420 5.670 -0.90
C 3.933 3.645 7.834 -0.93
Si -1.189 -2.393 0.450 0.46
C -2.991 -2.419 -0.052 -0.98
C -0.943 -2.125 2.272 -1.02
C -0.261 -3.870 -0.195 -0.87
H -2.040 2.741 2.284 0.40
H -0.499 1.924 2.030 0.34
H -1.967 0.987 2.375 0.27
H -1.843 4.123 -0.743 0.40
H -1.031 3.104 -1.925 0.34
H -0.228 3.506 -0.400 0.30
H -4.258 2.457 -0.542 0.38
H -4.250 1.115 0.590 0.39
H -3.956 0.817 -1.125 0.25
H 5.488 1.081 5.437 0.35
H 5.174 0.759 7.158 0.35
H 6.776 1.301 6.599 0.35
H 6.298 4.080 4.650 0.34
H 7.090 4.580 6.130 0.35
H 5.583 5.376 5.657 0.36
H 3.168 2.874 7.936 0.34
H 3.479 4.602 7.578 0.35
H 4.400 3.760 8.821 0.36
H -3.556 -1.619 0.431 0.32
H -3.441 -3.368 0.250 0.44
H -3.120 -2.324 -1.134 0.20
H -1.491 -1.255 2.634 0.28
H 0.109 -2.013 2.536 0.33
H -1.327 -2.999 2.808 0.40
H -0.151 -3.863 -1.280 0.13
H -0.840 -4.761 0.069 0.47
H 0.720 -3.975 0.267 0.31
Cl -1.216 -3.489 -3.973 -0.10
C 0.442 -3.873 -4.509 -0.45
Cl 1.579 -2.743 -3.734 -0.03
H 0.499 -3.748 -5.583 0.39
H 0.678 -4.880 -4.188 0.38
C -4.661 -1.791 -5.053 -1.03
N -3.444 -1.044 -4.719 -0.04
C -3.349 0.120 -4.097 0.84
S -1.837 0.676 -3.415 -0.28
N -4.363 0.967 -3.994 -0.13
C -5.530 1.078 -4.882 -1.07
H -4.399 -2.846 -5.086 0.30
H -5.069 -1.506 -6.020 0.37
H -5.407 -1.650 -4.276 0.40
H -2.565 -1.492 -4.924 0.15
H -4.186 1.758 -3.394 0.26
H -5.247 0.829 -5.902 0.36
H -5.852 2.115 -4.865 0.36
H -6.356 0.453 -4.554 0.34
Se 1.228 0.558 -1.732 -0.02
C 2.723 -0.484 -1.094 0.57
C 3.924 0.196 -0.981 -0.62
C 5.023 -0.518 -0.515 -0.48
N 4.976 -1.800 -0.169 -0.51
C 3.815 -2.433 -0.296 -0.56
C 2.656 -1.823 -0.759 0.30
H 4.023 1.240 -1.248 0.43
H 5.986 -0.029 -0.423 0.40
H 3.805 -3.481 -0.020 0.37
H 1.740 -2.388 -0.851 -0.04
```

Output
HOMO energy (spin up / spin down)   -15.46 / -15.82 eV
M   744.77 g/mol
LUMO (spin up / spin down)   -8.334 / -8.850 eV
Spin multiplicity   2
Frontier orbital gap (spin up / spin down)   7.1 / 7.0 eV
Net charge   +3
Expectation value of S²   0.7573

The following is a quantum chemistry calculation of an isolated molecule of H4O2P2 in a non-equilibrium geometry, from the OMol25 dataset.

```
8
Properties=species:S:1:pos:R:3:nbo_charge:R:1
O -1.318 -1.140 0.261 -1.01
P -0.410 0.422 -0.702 1.08
O -0.826 1.547 0.393 -1.02
P 1.510 -0.036 0.228 -0.06
H -1.276 -1.920 -0.288 0.47
H -1.534 1.167 0.959 0.52
H 2.142 1.152 -0.242 0.01
H 1.711 -1.192 -0.609 0.01
```

Output
SMILES   OP(O)#[PH2]
HOMO energy   -8.97 eV
M   97.98 g/mol
LUMO   0.264 eV
Frontier orbital gap   9.2 eV

The following is a quantum chemistry calculation of a cluster of 2 separate species, C5H9P in total in a non-equilibrium geometry, from the OMol25 dataset.

```
15
Properties=species:S:1:pos:R:3:nbo_charge:R:1
C 0.094 -2.345 0.521 -0.66
C 0.423 -1.042 -0.167 -0.56
P 1.283 0.211 0.627 0.63
C 1.601 1.342 -0.823 -0.95
H -1.012 -2.758 0.538 0.21
H 0.225 -2.313 1.538 0.21
H 0.520 -3.194 0.030 0.22
H 0.139 -0.931 -1.209 0.21
H 2.068 2.308 -0.391 0.23
H 0.730 1.637 -1.413 0.23
H 2.326 0.906 -1.449 0.23
C -1.974 1.955 0.138 -0.24
C -2.288 1.172 0.992 -0.22
H -1.620 2.755 -0.469 0.23
H -2.517 0.300 1.536 0.23
```

Output
SMILES   C/C=P/C.C#C
HOMO energy   -8.63 eV
M   100.10 g/mol
LUMO   0.527 eV
Frontier orbital gap   9.2 eV

The following is a quantum chemistry calculation of an isolated molecule of C8H16N2O3 in a non-equilibrium geometry, from the OMol25 dataset.

```
29
Properties=species:S:1:pos:R:3:nbo_charge:R:1
C 3.294 -1.411 -0.266 -0.61
C 2.419 -0.528 0.808 -0.39
C 1.631 0.559 0.279 -0.23
C 1.107 1.570 1.319 -0.61
C 0.627 0.287 -0.892 -0.10
N -0.055 1.588 -1.450 -0.89
C -0.460 -0.633 -0.531 0.64
O -0.308 -1.773 -0.939 -0.63
N -1.613 -0.058 -0.274 -0.64
C -2.609 -0.935 0.081 -0.31
C -4.011 -0.206 0.028 0.78
O -4.263 0.830 -0.596 -0.61
O -4.909 -0.737 0.924 -0.67
H 2.831 -2.365 -0.591 0.23
H 3.557 -0.692 -1.072 0.20
H 4.177 -1.678 0.341 0.21
H 1.637 -1.165 1.385 0.19
H 3.026 -0.287 1.643 0.21
H 2.308 1.184 -0.325 0.18
H 0.619 2.416 0.970 0.23
H 0.698 1.077 2.251 0.20
H 2.024 1.949 1.807 0.21
H 1.041 -0.304 -1.696 0.22
H -0.758 1.449 -2.130 0.37
H 0.681 2.208 -1.867 0.37
H -1.635 1.011 -0.334 0.46
H -2.581 -1.240 1.087 0.21
H -2.783 -1.910 -0.570 0.25
H -5.691 -0.206 0.609 0.50
```

Output
SMILES   CC[C@H](C)[C@H](N)C(=O)NCC(=O)O
HOMO energy   -9.46 eV
M   188.23 g/mol
LUMO   0.670 eV
Frontier orbital gap   10.1 eV

The following is a quantum chemistry calculation of a structure of composition C9H13GaO5P in a non-equilibrium geometry, from the OMol25 dataset.

```
29
Properties=species:S:1:pos:R:3:nbo_charge:R:1
Ga -0.741 -1.049 0.681 1.07
C -0.940 0.729 2.231 0.58
O -1.014 1.761 2.756 -0.28
C -2.023 -2.067 2.472 0.56
O -2.673 -2.529 3.282 -0.25
C 1.100 -1.569 1.787 0.56
O 2.001 -1.828 2.438 -0.22
C -2.808 -0.496 -0.131 0.57
O -3.567 0.102 -0.758 -0.26
C -0.265 -2.336 -0.939 -0.44
H -0.723 -1.956 -1.861 0.31
H 0.827 -2.441 -1.001 0.30
C -1.023 -3.093 -0.019 -0.40
H -0.551 -3.783 0.698 0.30
H -2.098 -3.280 -0.169 0.30
C 0.065 3.077 -0.532 -1.02
P 0.749 1.453 -0.747 1.93
C 1.265 1.104 -2.400 -1.01
C 2.061 1.151 0.434 -1.03
O -0.454 0.473 -0.569 -1.17
H -0.791 3.170 -1.214 0.30
H 0.794 3.872 -0.749 0.32
H -0.308 3.207 0.493 0.27
H 2.081 1.756 -2.742 0.31
H 1.576 0.051 -2.452 0.26
H 0.380 1.222 -3.039 0.30
H 1.726 1.296 1.470 0.26
H 2.472 0.137 0.334 0.25
H 2.882 1.866 0.246 0.34
```

Output
HOMO energy   -22.31 eV
M   301.89 g/mol
LUMO   -13.146 eV
Frontier orbital gap   9.2 eV
Net charge   +3

The following is a quantum chemistry calculation of an isolated molecule of C3H2ClIO in a non-equilibrium geometry, from the OMol25 dataset.

```
8
Properties=species:S:1:pos:R:3:nbo_charge:R:1
O -0.584 -2.425 0.644 -0.50
C -0.634 -1.813 -0.362 0.51
Cl -1.320 -2.346 -1.837 0.00
C 0.003 -0.188 -0.522 -0.30
C 0.349 0.357 0.619 -0.33
I 1.178 2.271 0.821 0.16
H 0.058 0.198 -1.520 0.23
H 0.222 -0.163 1.557 0.24
```

Output
SMILES   O=C(Cl)/C=C/I
HOMO energy   -9.68 eV
M   216.40 g/mol
LUMO   0.134 eV
Frontier orbital gap   9.8 eV